{
  "formula": "C37H42BN2O5P2",
  "method": "ωB97M-V/def2-TZVPD",
  "total_charge": 1,
  "spin_multiplicity": 1,
  "fmax_ev_per_a": 5.37,
  "homo_ev": -11.20,
  "energy_ha": -2628.02551,
  "elements": ["C", "C", "B", "O", "N", "C", "C", "C", "C", "P", "N", "P", "C", "C", "C", "H", "H", "H", "H", "H", "H", "H", "H", "H", "H", "H", "H", "H", "H", "H", "H", "H", "H", "H", "H", "H", "H", "H", "H", "H", "H", "C", "C", "C", "C", "C", "C", "C", "O", "C", "C", "C", "C", "C", "C", "C", "O", "H", "H", "H", "H", "H", "H", "H", "H", "C", "C", "C", "C", "C", "C", "C", "O", "C", "C", "C", "C", "C", "C", "C", "O", "H", "H", "H", "H", "H", "H", "H", "H"],
  "xyz": [[0.97503, -1.16086, -0.27762], [2.49724, -1.43056, -0.82052], [3.08805, -0.22786, -1.81038], [3.64330, -0.72184, -3.12088], [3.11350, 1.26588, -1.40840], [4.26797, 2.02392, -2.02604], [4.08204, 2.42873, -3.60259], [3.36924, 3.88964, -3.86315], [5.63153, 2.57682, -4.21546], [1.53105, 2.07976, -1.50810], [0.81816, 2.03305, -2.95835], [3.49004, 1.20305, 0.37419], [3.49868, 2.99048, 1.11554], [5.24470, 0.46565, 0.67028], [5.12845, -0.41292, 2.07652], [0.40934, -2.12961, 0.08034], [1.08111, -0.46561, 0.68255], [0.27961, -0.57199, -1.02453], [2.45546, -2.44461, -1.44468], [3.22881, -1.66207, 0.09178], [4.14902, -1.56107, -2.83921], [5.23440, 1.32789, -1.97889], [4.57135, 3.01058, -1.45551], [3.54618, 1.62680, -4.26483], [2.45825, 3.67653, -4.60405], [2.86672, 4.30207, -2.86680], [4.05119, 4.68251, -4.38782], [6.27709, 1.60591, -4.05276], [6.12757, 3.45211, -3.57316], [5.64393, 2.94857, -5.32602], [0.56270, 1.57566, -0.53549], [1.73340, 3.48548, -1.19364], [1.42250, 1.46420, -3.58821], [2.42957, 3.46886, 1.12864], [4.31363, 3.68995, 0.60775], [3.86386, 2.85384, 2.24272], [6.08013, 1.27889, 0.84486], [5.62563, -0.23280, -0.18830], [5.64910, 0.18391, 2.93845], [3.96912, -0.58260, 2.27676], [5.57893, -1.47348, 1.86726], [-5.54915, 4.34608, 2.63076], [-4.26694, 3.87053, 2.90423], [-3.38372, 3.60200, 1.85729], [-3.78813, 3.79812, 0.53122], [-5.07832, 4.25015, 0.25698], [-5.95733, 4.53594, 1.30976], [-5.53217, 4.41331, -1.13926], [-6.66419, 4.81373, -1.38097], [-4.60566, 4.07879, -2.23915], [-5.04194, 4.17356, -3.56712], [-4.16796, 3.87188, -4.61376], [-2.85671, 3.48489, -4.33854], [-2.42109, 3.38423, -3.01644], [-3.30071, 3.67248, -1.96453], [-2.84118, 3.52849, -0.56902], [-1.69030, 3.18395, -0.32618], [-6.23440, 4.56414, 3.44698], [-3.95317, 3.71050, 3.93337], [-2.38251, 3.23593, 2.07855], [-6.96156, 4.90216, 1.10373], [-6.06317, 4.47804, -3.79071], [-4.51036, 3.94108, -5.64403], [-2.17354, 3.25682, -5.15381], [-1.39743, 3.07675, -2.80914], [0.45978, -4.92561, 0.22111], [1.22102, -4.55723, 1.33009], [0.75246, -4.82225, 2.61791], [-0.48755, -5.44709, 2.79796], [-1.25964, -5.79313, 1.68969], [-0.77967, -5.54229, 0.39764], [-2.59101, -6.40754, 1.86865], [-3.26834, -6.71506, 0.89557], [-3.09759, -6.63774, 3.23630], [-4.38196, -7.16610, 3.42089], [-4.86364, -7.39939, 4.71080], [-4.06298, -7.11541, 5.81677], [-2.78528, -6.58377, 5.63599], [-2.30570, -6.33544, 4.34306], [-0.96700, -5.73963, 4.16343], [-0.26449, -5.48543, 5.13505], [0.82905, -4.72741, -0.78272], [2.18129, -4.06512, 1.19266], [1.35453, -4.53652, 3.47888], [-1.37083, -5.82202, -0.47260], [-5.01227, -7.39356, 2.56264], [-5.86322, -7.80482, 4.85198], [-4.43515, -7.30381, 6.82147], [-2.16779, -6.36001, 6.50433]],
  "forces_ev_per_a": [[-0.295, 0.891, 1.357], [-0.312, -0.978, -0.016], [0.378, -3.866, -2.286], [0.173, 0.833, 4.564], [1.643, 0.700, 0.255], [2.590, 1.132, -2.843], [1.440, 0.796, -1.280], [-1.650, -0.672, -0.256], [-0.005, 0.696, 1.193], [-4.108, 1.551, -3.083], [2.423, -1.296, 1.601], [-0.086, -0.438, 3.818], [1.285, 0.832, 0.019], [1.519, 0.062, 0.360], [-0.889, -0.021, -0.904], [1.369, 1.857, -0.942], [-0.362, -1.488, -2.006], [1.482, -1.410, 1.193], [0.263, 2.238, 1.108], [-1.621, 0.610, -1.794], [-1.430, 1.476, -0.952], [-2.310, 1.305, 0.049], [-1.114, -2.062, -0.863], [0.957, 1.281, 1.712], [1.983, 0.686, 1.683], [1.271, -0.596, -2.208], [-1.105, -1.601, 1.345], [-1.368, 1.873, -0.544], [-0.868, -1.878, -1.398], [-0.179, -0.981, 2.163], [1.569, 0.325, -0.037], [0.534, -1.181, 0.511], [-0.878, 0.609, 0.100], [2.142, -0.986, -0.092], [-1.914, -1.218, 1.077], [-0.896, 0.007, -2.431], [-1.744, -1.450, -0.644], [-0.934, 1.366, 1.442], [-1.092, -1.485, -1.624], [2.511, 0.395, -0.035], [-0.612, 2.181, 0.728], [0.010, 0.003, -0.349], [0.170, -0.037, -0.332], [-0.222, 0.072, 0.270], [-0.050, -0.028, 0.567], [-0.142, 0.042, 0.653], [0.111, -0.059, 0.251], [-1.490, 0.525, -0.341], [0.787, -0.278, 0.183], [0.070, -0.071, -0.669], [0.186, -0.063, -0.206], [-0.119, 0.055, 0.356], [0.001, 0.008, 0.370], [-0.076, 0.032, -0.222], [0.168, -0.048, -0.565], [0.848, -0.265, 0.089], [-0.046, 0.007, -0.010], [0.122, -0.038, -0.175], [-0.048, 0.035, -0.200], [-0.223, 0.105, -0.211], [0.283, -0.115, -0.131], [0.235, -0.044, 0.242], [0.043, -0.001, 0.213], [-0.108, 0.035, 0.177], [-0.300, 0.044, 0.017], [-0.315, -0.149, 0.172], [-0.275, -0.147, 0.328], [0.175, 0.112, -0.306], [0.430, 0.255, -0.508], [0.569, 0.274, -0.377], [0.272, 0.165, -0.066], [-1.026, -0.482, -1.100], [0.513, 0.247, 0.578], [-0.477, -0.176, 0.359], [-0.132, -0.060, 0.285], [0.237, 0.098, -0.314], [0.312, 0.138, -0.158], [-0.275, -0.099, 0.044], [-0.398, -0.190, 0.392], [0.722, 0.240, 1.396], [-0.392, -0.109, -0.699], [-0.087, -0.073, 0.134], [-0.120, -0.103, 0.050], [-0.276, -0.174, -0.088], [0.004, 0.006, 0.328], [0.302, 0.095, 0.112], [0.201, 0.075, -0.054], [0.093, 0.042, -0.193], [-0.033, 0.007, -0.331]],
  "mulliken_charge": [-0.589, -0.154, 0.410, -0.621, 0.128, -0.686, 0.512, -0.842, -1.318, 0.072, -0.544, 0.134, -1.028, -0.417, -0.916, 0.214, 0.171, 0.250, 0.293, 0.046, 0.315, 0.243, 0.196, 0.242, 0.231, 0.155, 0.378, 0.295, 0.321, 0.372, 0.262, 0.130, 0.177, 0.308, 0.296, 0.372, 0.457, 0.291, 0.319, 0.312, 0.269, -0.487, -0.506, -0.473, 0.190, 0.181, -0.574, 0.534, -0.672, 0.450, -0.685, -0.425, -0.623, -0.488, 0.201, 0.409, -0.648, 0.400, 0.398, 0.405, 0.467, 0.471, 0.386, 0.452, 0.588, -0.623, -0.236, -0.641, 0.219, 0.120, -0.514, 0.575, -0.663, 0.227, -0.564, -0.465, -0.463, -0.567, 0.221, 0.528, -0.671, 0.411, 0.443, 0.471, 0.477, 0.454, 0.401, 0.396, 0.452]
}